The following is a DFT calculation (ωB97M-V with the def2-TZVPD basis set) of an isolated molecule of C2H3NS2.

Geometry as XYZ:
```
8
Properties=species:S:1:pos:R:3:forces:R:3:mulliken_spin:R:1
C -0.5739 0.8392 0.4557 -2.23 5.50 0.43 0.38
C -0.1282 -1.2735 -0.4077 -1.81 -0.63 -0.74 0.43
N -0.8778 -0.1983 -0.1914 0.42 -2.43 0.32 -0.13
S 0.8462 1.9160 0.6989 -0.37 -1.22 0.22 0.10
S 1.4935 -1.6367 -0.4705 1.29 0.07 0.19 1.14
H -1.4172 1.5868 0.5177 0.39 -1.14 0.33 0.02
H 1.3918 0.9349 0.0442 1.90 -0.39 -0.62 0.00
H -0.7343 -2.1685 -0.6468 0.42 0.25 -0.13 0.07
```
Forces are in eV/Å.

Output
F_max	6.0	eV Å⁻¹
total charge	0
2S+1	3
<S²>	2.027
HOMO (alpha / beta)	-7.2 / -9.5	eV
total energy	-928.9902	Ha
relative energy (zero: lowest compared OMol25 entry of this formula, charge and spin)	1.043	eV
orbital gap (alpha / beta)	7.94 / 6.53	eV